1.
Below is a 4-piece molecular cluster, C57H46O11 overall at a distorted geometry, with properties calculated with the ωB97M-V functional and the def2-TZVPD basis.

The lowest unoccupied orbital energy comes out at -1.15 eV. For the gap between HOMO and LUMO, the calculation gives 8.55 eV. For the total energy, the calculation gives -82378.2665 eV. Its SMILES is COCCCCCCCCC1=C(CC=O)C(=O)OC1=O.O=C1c2ccccc2C(=O)c2ccccc21.O=C1c2ccccc2C(=O)c2ccccc21.O=C1c2ccccc2C(=O)c2ccccc21.

Structure (ORCA input):
```
! wB97M-V def2-TZVPD RIJCOSX def2/J DEFGRID3
* xyz 0 1
O -10.403 -1.548 1.423
O 0.281 -3.850 -1.871
O -1.710 1.483 4.715
O 5.143 -2.745 -3.799
O -7.924 -1.055 4.916
O 0.824 1.830 9.410
O -9.513 -1.050 3.376
O -3.575 -4.272 1.449
O 4.768 2.956 -5.451
O -9.600 -0.362 -0.899
O 9.617 4.087 -7.403
C 6.319 4.624 -6.047
C 7.593 4.919 -6.538
C 5.858 6.972 -5.838
C 7.134 7.265 -6.311
C 3.120 -1.902 -2.942
C -3.985 0.909 2.117
C -1.274 0.490 6.802
C -3.026 -3.608 0.313
C -5.390 0.804 2.785
C 6.471 0.805 -5.984
C -4.083 1.180 0.599
C 8.963 1.387 -7.072
C -2.796 -2.109 0.626
C -7.514 -0.973 0.133
C 6.839 2.126 -6.202
C 1.397 -3.600 -2.280
C -7.304 -0.878 2.617
C 0.462 4.958 5.539
C -0.252 3.817 5.218
C 1.390 0.158 -2.250
C 2.669 0.447 -2.716
C -4.990 -4.302 1.428
C 0.999 4.030 7.693
C 7.345 -0.220 -6.303
C 2.351 -4.693 -2.610
C -0.351 2.779 6.136
C 0.289 2.880 7.373
C 4.050 -2.996 -3.335
C 5.452 5.655 -5.706
C 2.848 -7.041 -2.711
C -8.211 -0.992 3.794
C 5.881 3.213 -5.867
C -5.839 -0.681 2.813
C -0.598 0.570 8.021
C -2.176 -1.642 7.446
C -3.592 -1.200 -0.317
C -3.201 0.286 -0.273
C 4.476 -5.440 -3.471
C -8.435 -0.314 -0.894
C 7.997 6.242 -6.664
C 1.843 -2.192 -2.457
C -1.487 -1.570 8.652
C -0.700 -0.467 8.939
C 8.527 3.829 -6.935
C 8.096 2.419 -6.736
C -8.048 -1.007 1.534
C 3.529 -0.580 -3.064
C -9.448 -1.229 1.988
C 0.224 1.764 8.357
C -2.066 -0.617 6.521
C 0.978 -1.157 -2.121
C -1.156 1.575 5.792
C 1.081 5.069 6.781
C 3.611 -4.405 -3.138
C 1.976 -6.013 -2.393
C 8.588 0.071 -6.856
C 4.095 -6.754 -3.258
H -5.319 -1.208 2.016
H -3.380 1.649 2.628
H 5.447 -5.217 -3.891
H -2.599 -0.675 5.582
H -5.237 1.137 3.810
H 7.057 -1.248 -6.123
H -0.168 -0.409 9.879
H -6.604 -0.384 0.165
H 4.522 -0.349 -3.427
H 1.005 -6.235 -1.972
H 4.462 5.426 -5.335
H 2.557 -8.068 -2.534
H -0.015 -1.382 -1.755
H -3.646 -3.755 -0.576
H 9.932 1.614 -7.496
H -6.118 1.462 2.317
H -3.746 2.203 0.429
H 1.484 4.113 8.656
H 0.716 0.963 -1.985
H -5.135 1.166 0.312
H -7.345 -2.002 -0.191
H -3.384 -1.556 -1.328
H -3.502 -0.041 2.330
H -5.354 -4.184 2.446
H -3.108 -1.996 1.660
H 1.629 5.967 7.035
H -5.600 -1.120 3.776
H -3.299 0.663 -1.294
H -1.725 -1.936 0.533
H 5.183 7.774 -5.570
H 9.267 -0.732 -7.114
H -2.081 -4.107 0.114
H -2.797 -2.501 7.227
H -7.919 0.223 -1.720
H -5.421 -3.507 0.814
H -1.569 -2.375 9.371
H 4.771 -7.560 -3.514
H 2.993 1.476 -2.809
H 5.502 0.576 -5.560
H -5.334 -5.266 1.045
H -0.738 3.733 4.255
H 7.453 8.295 -6.405
H -2.143 0.387 -0.037
H -4.651 -1.385 -0.150
H 0.535 5.768 4.825
H 8.987 6.470 -7.034
*
```



2.
Below is C57H47BrCrN2OP2S as an isolated structure at a distorted geometry, with properties calculated with the ωB97M-V functional and the def2-TZVPD basis.

The lowest unoccupied orbital energy (alpha / beta) comes out at -9.77 / -8.31 eV. For the gap between HOMO and LUMO (alpha / beta), the calculation gives 5.15 / 6.62 eV. For the total energy, the calculation gives -192751.6917 eV. As for the expectation value of S²: 3.94. For the energy relative to the best compared isomer or geometry (same formula, charge and spin), the calculation gives 2.0244 eV.

Structure (ORCA input):
```
! wB97M-V def2-TZVPD RIJCOSX def2/J DEFGRID3
* xyz 3 4
Br -3.753 0.077 -0.083
Cr -0.812 -0.358 -0.142
S 1.664 -0.596 -0.066
P -0.168 -0.597 -2.585
P -0.717 -0.360 2.591
O 2.308 -1.569 -1.054
N -1.177 -2.241 0.006
N -1.364 1.707 -0.261
C 4.356 3.976 -3.054
C -1.707 -3.292 -0.011
C -2.155 2.681 5.137
C -1.450 3.765 4.628
C -1.002 1.199 3.598
C -3.420 -0.800 3.365
C -2.830 -0.437 -3.169
C 3.215 -1.341 3.640
C 3.607 3.050 -2.050
C 2.359 1.380 -5.069
C -2.021 1.451 4.553
C -0.351 3.482 3.800
C -1.363 4.050 -0.825
C -0.602 -3.390 -5.519
C 3.981 -0.888 1.102
C -0.503 5.201 -1.286
C 1.252 0.393 -3.165
C 2.901 2.321 -4.183
C -0.699 2.843 -0.524
C -0.764 -2.215 -4.749
C 3.629 2.938 -0.675
C -2.692 1.723 -0.335
C -4.262 -2.950 4.092
C -3.839 1.282 -4.523
C 2.994 -1.775 4.989
C -0.162 -4.574 -4.953
C 1.937 1.183 -2.207
C -3.426 2.887 -0.531
C 1.521 0.419 -4.559
C 2.160 0.975 -0.800
C 0.318 -3.360 -2.914
C -3.734 -4.543 -0.724
C 4.574 -1.302 3.305
C -3.001 -3.493 3.841
C 4.995 -1.065 2.023
C -2.276 -4.624 -0.268
C -1.577 0.264 -3.192
C 2.953 1.845 -0.079
C -2.134 -1.337 3.198
C 1.752 -1.701 5.526
C -0.095 2.218 3.265
C 2.626 -0.763 1.455
C 0.833 -0.989 3.327
C 5.351 -1.851 4.493
C -3.949 0.110 -3.760
C 3.851 3.449 -4.478
C -1.902 -2.667 3.483
C 4.303 -1.997 5.630
C 0.279 -4.541 -3.625
C -0.236 -2.152 -3.466
C -1.527 1.555 -3.805
C 2.786 2.194 -2.785
C 0.712 -1.247 4.705
C 2.169 -0.985 2.732
C -2.776 4.103 -0.718
C -2.648 1.949 -4.491
C -4.414 -1.609 3.884
H 0.398 2.825 -0.498
H -2.789 -4.551 3.863
H -5.385 -1.168 3.957
H 5.797 -2.786 4.177
H -0.941 -3.186 3.584
H 4.263 -2.968 6.098
H 1.580 -2.036 6.517
H 4.201 -0.743 0.012
H 4.426 -1.268 6.438
H -1.643 -5.083 -1.076
H -4.336 -4.033 -0.002
H -0.879 -3.312 -6.571
H -4.904 -0.440 -3.607
H 0.354 4.251 3.566
H -3.244 5.064 -0.810
H -2.865 -1.438 -2.643
H 4.145 5.052 -2.922
H -1.222 -1.356 -5.218
H 6.237 -1.254 4.845
H -3.780 -4.070 -1.704
H -0.671 2.229 -3.752
H 3.004 1.803 0.992
H 0.818 -3.285 -1.983
H -0.179 -5.500 -5.508
H -0.276 -1.038 5.106
H 0.029 5.473 -0.379
H -4.735 1.569 -5.045
H 6.018 -1.142 1.734
H 4.137 3.666 -0.025
H -2.644 2.935 -5.013
H -4.525 2.798 -0.398
H -2.097 -5.150 0.697
H -4.125 -5.555 -0.916
H 5.430 3.833 -2.968
H -5.065 -3.556 4.563
H 3.304 4.282 -4.918
H 0.640 -5.493 -3.236
H -0.915 6.140 -1.706
H 1.116 -0.430 -5.170
H -2.621 0.575 4.875
H 2.522 1.507 -6.144
H -1.653 4.803 4.904
H -3.627 0.242 3.135
H 0.754 1.957 2.645
H -2.800 2.829 6.010
H 0.202 4.818 -2.032
H 4.666 3.132 -5.158
*
```



3.
Below is C57H49Cl3GaNOP2SSi as an isolated structure, with properties calculated with the ωB97M-V functional and the def2-TZVPD basis.

The lowest unoccupied orbital energy comes out at -5.41 eV. For the gap between HOMO and LUMO, the calculation gives 6.59 eV. For the total energy, the calculation gives -190666.1012 eV. For the energy relative to the best compared isomer or geometry (same formula, charge and spin), the calculation gives 0.0000 eV.

Structure (ORCA input):
```
! wB97M-V def2-TZVPD RIJCOSX def2/J DEFGRID3
* xyz 2 1
Ga 0.508 -1.177 -0.326
Cl 2.129 -5.191 -2.310
Cl 0.696 -1.766 -2.448
Cl -0.726 -5.354 -0.965
S 0.937 1.950 0.300
P 2.831 -0.827 0.412
P -2.063 1.641 1.277
Si 1.072 -4.299 -0.793
O 0.186 3.185 0.628
N -3.862 -2.345 -2.030
C 3.194 -0.301 4.441
C -0.843 -2.226 1.930
C -2.742 -3.664 2.021
C -2.712 4.258 0.433
C -3.515 5.383 0.343
C -1.417 0.648 -5.187
C 4.054 -2.056 -1.694
C 3.743 -2.211 -0.343
C -3.044 3.213 1.301
C -3.250 -0.350 4.566
C 3.229 -0.096 3.069
C 5.131 -4.172 -0.262
C -1.689 -3.042 2.660
C -2.555 0.296 3.552
C 2.304 -2.509 4.097
C -4.484 0.189 2.145
C -4.558 -0.751 4.360
C 4.275 -3.282 0.371
C -1.055 -1.972 0.574
C -2.425 -2.282 -1.524
C -2.970 -3.417 0.678
C 2.743 -1.507 4.954
C -4.212 -3.697 -2.566
C 0.242 1.391 -1.292
C -4.180 3.351 2.096
C 5.336 0.105 0.326
C 2.799 -1.100 2.205
C 5.462 -3.997 -1.598
C 6.453 0.937 0.173
C -4.668 5.490 1.110
C 1.091 1.330 -2.384
C -0.666 0.910 -3.910
C -2.884 0.801 -3.272
C 4.885 4.088 -0.551
C -2.902 0.556 -4.760
C 4.915 -2.943 -2.317
C -4.988 4.477 1.995
C 7.194 3.391 -0.349
C 3.766 1.904 -0.095
C -4.920 -1.820 -1.111
C 6.291 4.618 -0.642
C 6.234 2.253 -0.138
C 0.668 1.075 -3.697
C -1.559 0.980 -2.819
C 2.517 3.954 -0.487
C -3.568 1.127 -1.023
C -2.177 -2.539 -0.056
C -2.285 1.244 -0.528
C 4.911 2.708 -0.261
C 2.540 2.608 -0.198
C -3.154 0.583 2.324
C 4.022 0.533 0.175
C -1.190 1.199 -1.468
C 3.680 4.718 -0.691
C -3.901 0.878 -2.369
C -5.171 -0.486 3.142
C 2.316 -2.301 2.728
H -4.941 0.807 -2.668
H 7.800 3.540 0.546
H -4.379 1.286 -0.330
H -5.107 -1.251 5.146
H -5.870 4.557 2.618
H 1.960 -3.081 2.065
H -3.858 -1.704 -2.827
H -4.442 2.590 2.819
H -5.017 0.445 1.244
H 7.446 0.525 0.288
H -2.064 -1.285 -1.778
H -1.822 4.198 -0.164
H 5.553 -4.994 0.300
H 4.072 -3.404 1.426
H 1.389 1.051 -4.503
H 6.150 -4.679 -2.077
H 3.657 -1.215 -2.252
H 2.142 1.515 -2.231
H -1.508 -3.205 3.714
H -4.995 -2.439 -0.230
H 5.166 -2.807 -3.360
H -3.325 -0.423 -4.991
H -1.531 0.612 3.720
H -6.197 -0.791 2.979
H -1.067 -0.267 -5.665
H -4.653 -0.811 -0.821
H 2.736 -1.671 6.023
H 6.451 5.418 0.082
H -3.778 -3.952 0.205
H -2.766 -0.540 5.515
H 3.602 5.774 -0.910
H -3.521 1.290 -5.275
H 1.954 -3.452 4.496
H -5.249 -3.691 -2.892
H 6.480 5.043 -1.629
H 3.522 0.484 5.108
H -5.302 6.362 1.026
H 7.889 3.181 -1.162
H -0.009 -1.770 2.439
H -4.071 -4.442 -1.790
H -3.391 -4.340 2.562
H 1.549 4.439 -0.519
H 3.591 0.845 2.676
H -3.238 6.183 -0.331
H -1.255 1.457 -5.901
H -5.864 -1.823 -1.651
H -3.558 -3.922 -3.405
H 5.537 -0.930 0.570
H -1.882 -3.007 -2.131
*
```



4.
Below is C57H49O5P3SSiZn as an isolated structure, with properties calculated with the ωB97M-V functional and the def2-TZVPD basis.

The lowest unoccupied orbital energy comes out at 4.17 eV. For the gap between HOMO and LUMO, the calculation gives 5.81 eV. For the total energy, the calculation gives -165142.5331 eV.

Structure (ORCA input):
```
! wB97M-V def2-TZVPD RIJCOSX def2/J DEFGRID3
* xyz -2 1
Zn 0.826 0.781 -0.289
S 3.622 -0.149 -0.197
P 1.150 -2.676 -0.945
P 0.543 0.152 2.330
P -1.746 2.271 -0.534
Si -0.991 -0.989 -0.474
O 2.582 -1.252 -0.048
O 2.833 1.051 0.308
O 0.817 2.657 -0.878
O 3.941 0.030 -1.611
O 4.774 -0.411 0.650
C -2.919 6.119 1.774
C 4.410 -5.077 -0.208
C 2.092 -0.519 3.038
C 1.752 -2.236 -2.662
C -3.585 4.931 2.041
C 1.743 4.354 -2.260
C -5.273 -0.688 -0.337
C 2.479 -6.151 0.731
C -0.106 2.543 5.682
C -1.404 2.975 5.461
C -1.944 6.140 0.785
C -2.732 -3.963 -3.055
C 4.350 -0.079 3.781
C -1.118 -1.851 1.265
C -1.309 1.676 -3.198
C 3.127 0.374 3.313
C -1.605 -3.005 3.812
C 2.108 -0.624 -4.436
C -1.471 1.670 3.442
C -2.058 4.107 -4.275
C 3.613 -4.050 -0.694
C -1.658 4.991 0.060
C -0.166 1.219 3.660
C -4.521 1.558 -0.639
C 2.109 -3.242 -3.563
C 2.335 -1.884 3.168
C 0.510 1.673 4.787
C -2.861 -0.228 -0.421
C -3.955 -1.109 -0.293
C -1.621 3.095 -5.116
C -1.827 -3.059 1.416
C 2.234 -4.072 -0.487
C 1.772 -0.926 -3.121
C 1.681 -5.124 0.242
C 2.455 -1.636 -5.319
C -0.606 -1.277 2.438
C -1.351 -2.503 -1.685
C -2.116 3.904 -2.898
C -2.354 3.799 0.282
C -0.872 -1.841 3.693
C 4.574 -1.439 3.936
C 1.969 3.414 -1.080
C 3.569 -2.340 3.611
C -2.501 -2.730 -2.446
C -1.812 -4.992 -2.912
C -3.192 1.135 -0.538
C 3.848 -6.133 0.502
C -5.565 0.659 -0.541
C -3.300 3.784 1.310
C 2.311 4.190 0.186
C -2.087 2.533 4.333
C -0.618 -4.763 -2.235
C -2.064 -3.629 2.653
C -1.740 2.690 -2.336
C 2.461 -2.954 -4.872
C -1.248 1.872 -4.567
C -0.360 -3.519 -1.673
H 5.481 -5.040 -0.368
H -0.895 1.067 -5.201
H -6.074 -1.411 -0.228
H -4.327 4.890 2.831
H -6.591 1.000 -0.614
H 1.575 -2.602 2.886
H 5.147 0.630 3.964
H -2.613 -4.562 2.718
H -0.997 0.719 -2.793
H -0.476 -1.364 4.584
H 5.543 -1.797 4.261
H 1.458 4.812 0.492
H 2.996 1.429 3.099
H -2.467 4.713 -2.267
H -3.142 7.013 2.344
H 2.736 -3.759 -5.544
H 0.128 -5.550 -2.179
H 1.520 1.337 4.983
H -4.735 2.612 -0.789
H 2.031 -6.959 1.298
H -3.097 2.872 4.140
H -2.356 5.065 -4.685
H -2.006 1.340 2.556
H 2.527 3.483 0.990
H -1.800 -3.433 4.788
H 4.477 -6.926 0.890
H 1.542 -0.099 -2.457
H 0.873 4.998 -2.080
H -1.568 3.255 -6.186
H 1.542 3.771 -3.162
H -3.771 -2.168 -0.163
H -2.193 -3.572 0.533
H 2.723 -1.401 -6.343
H 3.187 4.835 0.045
H -3.819 2.864 1.550
H -1.879 3.659 6.153
H -3.643 -4.123 -3.621
H 3.751 -3.407 3.672
H -2.011 -5.963 -3.355
H 2.614 4.995 -2.441
H 4.061 -3.208 -1.209
H 0.612 -5.131 0.434
H -1.386 7.047 0.587
H 2.107 -4.277 -3.236
H 2.116 0.412 -4.752
H 2.830 2.778 -1.314
H -3.252 -1.955 -2.544
H 0.439 2.884 6.555
H -0.853 5.002 -0.668
*
```